Computed, not measured: a cluster of 2 separate species, C3H10N3OS in total, with ωB97M-V/def2-TZVPD.

Structure (XYZ):
```
18
Properties=species:S:1:pos:R:3:forces:R:3
S -1.059 1.080 0.229 0.3 0.1 0.0
O 0.934 -1.190 -1.853 -1.7 -2.4 -1.3
N -0.801 -0.497 2.746 2.5 0.7 -1.3
N -1.409 -1.152 -2.046 3.6 -0.6 -0.1
N 0.266 0.148 2.341 -0.1 -0.6 0.8
C 0.269 0.904 1.248 0.2 -0.5 -1.1
C 1.646 1.519 0.988 -1.8 1.0 -0.8
C -0.060 -0.412 -2.172 -2.0 0.6 0.2
H -1.897 -1.167 -2.927 -0.6 0.0 -0.3
H -0.769 -0.840 3.641 0.8 -1.2 2.4
H -1.695 -0.262 2.504 -2.8 1.1 -1.6
H 2.375 0.914 0.496 0.4 -1.2 0.3
H -1.837 -0.636 -1.290 -1.0 -0.2 0.6
H -0.084 0.337 -2.932 0.4 0.4 -0.4
H 1.643 -0.811 -1.415 2.3 1.5 1.4
H -1.053 -2.108 -1.788 -1.2 0.8 0.0
H 1.929 1.826 1.966 1.0 0.5 0.5
H 1.604 2.348 0.264 -0.4 0.1 0.7
```
Positions in Å, forces in eV/Å.

Summary:
* E_LUMO (spin up / spin down): -4.02 / -5.43 eV
* spin multiplicity: 1
* total charge: +1
* HOMO energy (spin up / spin down): -12.2952 / -12.1815 eV

Computed, not measured: a cluster of 2 separate species, CH6NS2 in total, with ωB97M-V/def2-TZVPD.

Structure (XYZ):
```
10
Properties=species:S:1:pos:R:3:forces:R:3
S -1.967 -0.303 0.760 0.6 0.9 -0.3
S -2.853 0.591 -0.877 0.3 0.5 -1.0
N 2.287 -0.652 -0.186 -2.3 1.0 1.0
C 1.458 0.251 0.225 -1.1 1.2 -1.4
H 3.210 -0.640 -0.575 0.6 0.7 -0.2
H -2.705 1.911 -0.642 0.0 -0.2 0.4
H 0.445 -0.128 0.518 1.1 0.1 0.0
H 1.794 -1.522 -0.171 0.6 -1.3 0.0
H -3.103 -0.901 0.872 -1.0 -1.1 1.0
H 1.434 1.392 0.075 1.3 -1.8 0.5
```
Positions in Å, forces in eV/Å.

Summary:
* E_LUMO: -6.03 eV
* spin multiplicity: 1
* total charge: +1
* HOMO energy: -12.4278 eV

Computed, not measured: a cluster of 2 separate species, C2H5NO2 in total, with ωB97M-V/def2-TZVPD.

Structure (XYZ):
```
10
Properties=species:S:1:pos:R:3:forces:R:3
O -1.335 -0.411 -1.647 -0.1 -1.7 0.8
O 0.622 -0.713 0.892 0.5 1.5 -0.6
N 0.650 1.621 0.822 -0.7 0.3 -0.5
C 1.199 0.358 0.732 -0.4 -0.3 0.9
C -1.426 -1.515 -1.121 -0.2 1.8 -0.8
H -0.350 1.854 0.604 1.5 -0.8 0.5
H 1.295 2.414 0.866 -0.5 -0.6 -0.3
H 2.309 0.424 0.606 -0.5 -0.2 0.0
H -0.533 -2.088 -0.849 0.0 -0.1 0.0
H -2.430 -1.944 -0.904 0.4 0.0 0.0
```
Positions in Å, forces in eV/Å.

Summary:
* E_LUMO: 0.96 eV
* SMILES: NC=O.C=O
* spin multiplicity: 1
* HOMO energy: -9.8769 eV

Computed, not measured: a structure of composition C47H27EuN10O2S, with ωB97M-V/def2-TZVPD.

Structure (XYZ):
```
88
Properties=species:S:1:pos:R:3:forces:R:3
Eu -0.056 -0.007 0.080 -0.5 1.1 -1.4
S 0.857 -1.775 2.380 0.1 0.1 0.2
O 0.193 -2.546 3.391 0.2 0.0 0.1
O 0.558 -2.137 0.992 0.1 -0.2 0.3
N -0.572 2.123 1.832 0.0 -0.1 0.1
N 0.587 -0.203 2.380 0.0 -0.7 0.5
N -1.658 -3.011 -1.072 -2.9 0.5 0.7
N -3.480 1.326 -0.675 -0.8 -2.1 0.5
N -1.145 1.858 -1.052 0.3 0.5 -0.4
N 1.550 0.844 -1.430 -0.5 0.5 0.0
N 0.313 -1.691 -1.608 -0.9 -1.0 0.6
N 0.770 3.097 -1.895 1.5 -0.1 -0.2
N -2.180 -0.693 -0.640 0.6 -0.9 0.1
N 2.656 -1.240 -1.928 0.8 1.8 -0.4
C -0.842 0.695 5.719 -0.1 0.1 0.1
C -6.084 -3.120 -0.262 -0.2 0.0 0.0
C 4.799 -1.679 1.609 0.0 0.0 0.0
C -3.909 4.092 -1.975 -0.2 0.4 -0.1
C -6.617 -1.834 -0.092 0.1 -0.2 0.0
C -1.034 3.322 1.564 0.0 -0.1 -0.2
C -5.806 -0.713 -0.142 0.1 0.1 0.0
C 3.450 -1.371 1.621 -0.1 0.0 0.0
C -0.398 -2.852 -1.383 2.3 0.5 -0.5
C 1.794 -3.483 -1.559 -0.3 0.9 -0.1
C -4.733 -3.317 -0.488 0.3 0.2 0.0
C -1.483 3.948 -1.988 0.2 -0.5 0.3
C -0.057 0.428 3.441 0.0 0.1 0.4
C 4.642 3.037 -4.063 0.1 0.0 -0.1
C 0.508 -4.002 -1.397 -0.2 0.7 0.0
C 3.098 -3.005 3.369 -0.2 0.0 0.1
C -1.395 2.385 4.111 0.1 -0.1 -0.2
C 5.189 1.744 -4.117 0.0 0.0 0.0
C 1.686 2.138 -1.885 -1.0 0.2 0.1
C 0.299 -5.353 -1.179 0.1 -0.2 0.0
C -0.505 2.943 -1.606 -1.1 -0.2 0.2
C -1.725 4.120 2.491 0.0 0.0 0.2
C -2.543 5.839 -2.959 0.4 0.1 -0.1
C 2.548 0.100 -1.966 0.3 -1.6 0.1
C -1.488 1.859 5.416 0.0 0.0 0.2
C 1.634 -2.030 -1.703 -0.1 -1.4 0.1
C -0.700 1.662 3.110 0.0 0.1 0.2
C 5.297 -2.647 2.473 0.0 -0.1 0.0
C -3.911 -2.195 -0.529 -1.1 0.3 0.2
C 2.910 2.250 -2.637 0.6 -0.4 -0.2
C 3.497 3.303 -3.335 0.0 -0.1 0.1
C 4.601 0.690 -3.444 0.0 0.0 0.1
C -2.737 3.421 -1.645 0.3 -0.7 0.3
C -2.485 2.115 -1.058 0.5 1.1 -0.4
C -1.373 5.166 -2.649 -0.2 0.3 -0.1
C 3.459 0.954 -2.691 0.2 0.5 -0.1
C -3.796 5.307 -2.630 -0.3 -0.3 0.2
C 2.911 -4.297 -1.486 0.2 -0.4 0.0
C -4.446 -0.903 -0.354 -0.3 -0.6 0.1
C -3.335 0.021 -0.490 -0.5 1.9 -0.3
C 4.452 -3.303 3.356 0.1 0.0 0.0
C -1.933 3.638 3.750 0.0 0.1 -0.1
C 2.612 -2.042 2.501 -0.2 0.0 0.0
C 2.705 -5.653 -1.265 0.3 0.4 -0.1
C -2.495 -2.018 -0.755 1.8 -0.4 -0.6
C 1.418 -6.172 -1.121 -0.5 -0.1 0.1
C -0.108 -0.009 4.752 0.1 0.1 -0.4
H 3.555 -6.320 -1.190 0.0 0.0 0.0
H 5.458 -1.176 0.914 0.0 0.0 0.0
H -7.681 -1.720 0.075 0.0 0.0 0.0
H 2.403 -3.513 4.025 0.1 0.0 0.0
H -0.872 3.696 0.560 0.0 -0.1 0.0
H -2.047 2.402 6.168 0.0 0.0 0.0
H -0.402 5.561 -2.918 0.0 0.0 0.0
H 3.046 -0.626 0.946 0.1 0.0 -0.1
H -4.689 5.853 -2.910 0.0 0.0 0.0
H 5.005 -0.313 -3.494 0.0 0.0 0.0
H -2.494 6.787 -3.481 0.0 0.0 0.0
H 3.055 4.291 -3.303 0.0 0.0 0.0
H 5.121 3.835 -4.618 0.0 0.0 0.0
H -6.747 -3.976 -0.216 0.0 0.0 0.0
H 1.295 -7.235 -0.943 0.0 0.0 0.0
H -0.885 0.303 6.727 0.0 0.0 0.0
H 3.904 -3.879 -1.590 0.0 0.0 0.0
H -4.871 3.663 -1.727 0.0 0.0 0.0
H -2.087 5.093 2.187 0.0 0.0 0.0
H -2.485 4.207 4.489 0.0 0.0 0.0
H -0.705 -5.735 -1.048 0.0 0.0 0.0
H 0.411 -0.913 5.025 0.0 0.0 0.1
H 6.077 1.571 -4.713 0.0 0.0 0.0
H 6.350 -2.899 2.448 0.0 0.0 0.0
H -6.205 0.286 -0.016 0.0 0.0 0.0
H 4.844 -4.055 4.029 0.0 0.0 0.0
H -4.320 -4.310 -0.614 0.0 0.0 0.0
```
Positions in Å, forces in eV/Å.

Summary:
* E_LUMO (spin up / spin down): 1.53 / 1.36 eV
* spin multiplicity: 8
* total charge: -1
* HOMO energy (spin up / spin down): -2.3162 / -3.3696 eV

Computed, not measured: a cluster of 2 separate species, C4H14N3 in total, with ωB97M-V/def2-TZVPD.

Structure (XYZ):
```
21
Properties=species:S:1:pos:R:3:forces:R:3
N 0.140 -1.178 2.306 -1.6 0.6 0.4
N 0.739 0.844 1.362 -0.8 -0.6 1.1
N 2.234 -0.976 1.503 -0.1 2.4 0.1
C -1.712 -0.970 -1.930 -0.3 0.8 -0.9
C 1.075 -0.351 1.790 0.8 -3.0 -1.1
C -2.030 0.475 -2.329 -0.5 1.2 1.1
C 1.450 1.688 0.467 1.1 1.5 -2.4
H 0.861 2.071 -0.379 -0.6 -0.3 0.5
H 0.200 -1.903 3.002 1.1 0.0 0.0
H -0.631 -1.030 -1.885 0.2 -0.6 0.1
H -3.101 0.716 -2.310 0.2 -0.3 -0.3
H -1.603 0.877 -3.248 -0.1 -0.8 -0.3
H 1.951 2.593 0.818 -0.4 -0.2 1.1
H 2.253 1.226 -0.115 -0.1 -0.8 0.5
H 2.886 -0.460 0.926 0.3 -0.5 0.3
H -2.118 -1.610 -2.716 0.3 -0.3 0.2
H -2.162 -1.283 -0.982 0.1 0.2 -0.1
H -1.628 1.205 -1.610 0.1 -0.3 0.3
H -0.833 -0.978 2.142 -0.1 0.4 -0.1
H 2.248 -1.968 1.539 0.2 -0.6 -0.1
H -0.219 1.011 1.650 0.2 1.0 -0.3
```
Positions in Å, forces in eV/Å.

Summary:
* E_LUMO: -3.23 eV
* spin multiplicity: 1
* total charge: +1
* HOMO energy: -14.5094 eV

Computed, not measured: a cluster of 2 separate species, CH6N2 in total, with ωB97M-V/def2-TZVPD.

Structure (XYZ):
```
9
Properties=species:S:1:pos:R:3:forces:R:3
N 0.681 -1.264 -0.050 -1.1 0.2 0.2
N 1.742 -1.835 0.134 0.5 -1.0 0.4
C -0.798 1.482 -0.263 0.3 0.5 0.0
H -1.097 1.823 -1.252 -0.3 0.0 0.0
H 0.290 1.450 -0.270 -0.1 -0.3 0.1
H -0.129 -1.690 0.486 0.6 0.2 -0.4
H -1.097 2.198 0.501 -0.2 0.0 -0.1
H 1.638 -2.675 0.757 0.2 0.4 -0.2
H -1.230 0.511 -0.044 0.1 0.0 -0.1
```
Positions in Å, forces in eV/Å.

Summary:
* E_LUMO: 0.91 eV
* SMILES: [H]/N=N\[H].C
* spin multiplicity: 1
* HOMO energy: -9.5262 eV

Calculated ΔE to the lowest compared entry with this formula, charge and spin, 5.061; 1.236; 1.446; 0.000; 0.910; 1.877 eV (same order as the records).
Calculated E_tot, -757.6002; -892.5008; -284.4142; -3614.0768; -324.8314; -151.1300 hartree (same order as the records).